# 1
ORCA calculation (the ωB97M-V functional and the def2-TZVPD basis) on a molecular structure, C14H34BrFN2O5S3 at a distorted geometry.

Output
- Orbital gap: 7.02 eV
- Molecular weight: 505.5 g/mol
- DFT total energy: -133548.3918 eV
- Multiplicity: 1

Last column: Mulliken charge in e.
Atoms and positions in Å:
C: -2.897 -3.427 0.161  -0.59
C: -3.472 -1.973 0.245  -0.68
N: -2.596 -0.877 -0.191  0.44
C: -2.170 -0.948 -1.600  -0.11
C: -0.764 -0.316 -1.907  -1.21
C: -1.550 -0.566 0.733  -0.10
S: -0.293 -1.514 1.241  -0.15
S: -1.677 1.127 1.433  -0.17
C: -0.112 1.331 2.402  -0.39
C: -0.102 2.657 3.234  -0.76
C: 1.323 3.266 3.486  -0.86
N: 2.331 2.347 4.077  -0.17
Br: 1.653 1.241 5.417  0.06
S: 3.241 1.503 2.918  1.22
O: 3.128 2.034 1.547  -0.53
O: 2.788 0.088 2.932  -0.52
F: 4.832 1.458 3.276  -0.23
H: -2.097 -3.568 -0.586  0.08
H: -3.699 -4.197 0.058  0.36
H: -2.420 -3.648 1.150  0.20
H: -4.375 -1.943 -0.418  0.21
H: -3.863 -1.740 1.263  0.42
H: -2.184 -1.962 -2.055  0.25
H: -2.906 -0.340 -2.183  0.11
H: -0.647 0.704 -1.493  0.30
H: 0.019 -1.020 -1.536  0.20
H: -0.633 -0.272 -3.010  0.42
H: -0.107 0.487 3.130  0.43
H: 0.722 1.238 1.681  0.26
H: -0.654 3.423 2.630  0.46
H: -0.682 2.531 4.169  0.40
H: 1.174 4.074 4.245  0.32
H: 1.667 3.780 2.568  0.42
C: 6.735 2.728 -0.723  -0.91
C: 5.846 1.908 -1.638  -0.23
O: 5.517 0.662 -1.035  -0.51
H: 7.652 2.183 -0.493  0.27
H: 6.999 3.682 -1.184  0.32
H: 6.232 2.925 0.228  0.24
H: 6.358 1.694 -2.577  0.29
H: 4.920 2.447 -1.865  0.25
H: 5.056 0.853 -0.211  0.28
C: 2.450 -4.467 -0.761  -1.01
C: 1.131 -5.142 -1.084  -0.26
O: 0.087 -4.177 -1.189  -0.44
H: 2.375 -3.910 0.174  0.21
H: 3.254 -5.201 -0.671  0.37
H: 2.718 -3.749 -1.541  0.33
H: 0.856 -5.841 -0.294  0.30
H: 1.198 -5.695 -2.027  0.25
H: 0.326 -3.566 -1.893  0.21
C: -5.921 2.821 -2.550  -1.07
C: -6.100 1.329 -2.344  -0.30
O: -4.974 0.776 -1.670  -0.36
H: -5.018 3.021 -3.129  0.27
H: -6.778 3.250 -3.074  0.36
H: -5.806 3.332 -1.590  0.32
H: -6.194 0.820 -3.303  0.31
H: -7.001 1.124 -1.755  0.24
H: -4.896 1.217 -0.819  0.20

# 2
ORCA calculation (the ωB97M-V functional and the def2-TZVPD basis) on 2 unconnected molecules or ions with the total composition C14H34O7P2S at a distorted geometry.

Output
- Orbital gap: 8.33 eV
- Molecular weight: 408.4 g/mol
- DFT total energy: -58813.3134 eV
- Multiplicity: 1

Last column: Mulliken charge in e.
Atoms and positions in Å:
C: 4.982 4.180 0.224  -1.26
C: 4.703 4.060 -1.296  -0.43
C: 4.246 2.597 -1.580  -0.69
P: 2.852 2.470 -2.801  -0.20
C: 1.556 3.774 -2.502  -0.89
C: 1.423 4.300 -1.050  0.09
C: -0.030 4.179 -0.501  -0.99
O: -0.672 2.982 -0.903  -0.12
C: -1.925 3.165 -1.532  -0.79
C: 1.928 0.858 -2.490  -0.90
S: 1.897 0.359 -0.760  0.96
O: 1.725 1.467 0.153  -0.49
O: 3.104 -0.367 -0.437  -0.63
H: 5.431 5.138 0.504  0.35
H: 5.725 3.398 0.447  0.35
H: 4.102 3.927 0.826  0.31
H: 4.013 4.830 -1.659  0.27
H: 5.667 4.249 -1.785  0.38
H: 4.064 2.093 -0.626  0.44
H: 5.096 2.078 -2.043  0.48
H: 0.614 3.356 -2.883  0.36
H: 1.806 4.610 -3.167  0.43
H: 1.656 5.377 -1.076  0.55
H: 2.139 3.867 -0.350  -0.12
H: 0.072 4.144 0.595  0.21
H: -0.565 5.102 -0.760  0.52
H: -1.955 2.792 -2.568  0.26
H: -2.295 4.198 -1.532  0.33
H: -2.667 2.567 -0.977  0.22
H: 2.483 0.071 -3.017  0.50
H: 0.940 0.923 -2.957  0.48
H: 0.784 -0.439 -0.614  0.01
C: -2.025 -4.182 4.227  -0.92
C: -3.018 -4.716 3.213  -0.32
O: -3.205 -3.840 2.108  -0.40
P: -2.144 -3.830 0.845  1.09
O: -1.862 -5.286 0.653  -0.82
O: -3.153 -3.543 -0.406  -0.29
C: -3.371 -4.519 -1.422  -0.30
C: -4.524 -5.436 -1.063  -1.01
O: -1.902 -2.206 0.894  -0.33
C: -1.600 -1.474 2.075  -0.30
C: -0.136 -1.576 2.455  -0.69
H: -1.049 -4.015 3.767  0.14
H: -1.901 -4.889 5.049  0.41
H: -2.365 -3.235 4.650  0.27
H: -2.719 -5.713 2.883  0.31
H: -3.995 -4.826 3.689  0.34
H: -2.460 -5.082 -1.623  0.33
H: -3.613 -3.975 -2.337  0.33
H: -4.411 -5.857 -0.064  0.27
H: -4.602 -6.254 -1.781  0.36
H: -5.464 -4.881 -1.067  0.28
H: -2.260 -1.751 2.896  0.27
H: -1.833 -0.431 1.848  0.38
H: 0.188 -2.618 2.519  0.28
H: 0.046 -1.086 3.411  0.36
H: 0.479 -1.091 1.698  -0.02

# 3
ORCA calculation (the ωB97M-V functional and the def2-TZVPD basis) on a molecular structure, C14H35BBeBr5ClF3MgN3O11PS at a distorted geometry.

Output
- Total charge: +1
- Orbital gap: 1.29 eV
- Molecular weight: 1020.6 g/mol
- DFT total energy: -439586.5162 eV
- Multiplicity: 1

Last column: Mulliken charge in e.
Atoms and positions in Å:
N: 0.382 4.343 2.716  -0.66
P: -0.402 3.477 1.596  0.94
O: -1.122 1.990 2.249  -0.41
O: 0.819 3.049 0.379  -0.49
N: -1.694 4.349 0.730  -0.29
C: -2.446 5.309 1.625  -0.65
C: -4.068 5.044 1.714  -0.68
C: -4.476 3.555 2.305  0.70
N: -5.182 2.752 1.233  -0.71
H: 1.401 4.443 2.505  0.29
H: -1.632 1.570 1.469  0.14
H: 0.776 3.835 -0.271  0.33
H: -2.049 5.380 2.723  0.38
H: -2.322 6.389 1.132  0.29
H: -4.646 5.313 0.710  0.42
H: -4.480 5.825 2.517  0.27
H: -5.131 3.682 3.294  -0.37
H: -3.503 2.991 2.628  0.07
H: -4.980 1.738 1.434  0.12
H: -4.803 2.951 0.269  0.29
C: -7.534 -1.120 2.729  -1.25
C: -6.451 -1.296 1.676  0.53
C: -6.211 -2.766 1.369  -0.98
O: -5.240 -0.707 2.142  -0.52
H: -7.246 -1.600 3.671  0.36
H: -7.688 -0.059 2.949  0.20
H: -8.483 -1.550 2.394  0.41
H: -6.740 -0.771 0.760  0.27
H: -5.876 -3.303 2.263  0.43
H: -5.420 -2.877 0.619  -0.09
H: -7.120 -3.245 0.994  0.53
H: -4.976 -1.167 2.956  0.33
Br: 5.324 -1.128 -0.422  -0.12
C: 3.697 -0.138 -0.841  -0.59
C: 2.861 0.090 0.397  -0.31
Br: 1.906 -1.530 0.912  -0.11
H: 3.175 -0.697 -1.622  0.31
H: 4.043 0.815 -1.253  0.37
H: 2.080 0.831 0.202  0.05
H: 3.447 0.405 1.265  0.45
Be: -3.283 1.271 0.370  0.29
B: 8.401 -3.155 2.188  0.77
O: 7.538 -3.785 3.194  -0.57
C: 7.081 -2.809 3.990  0.59
O: 6.332 -2.992 4.936  -0.60
C: 7.604 -1.542 3.556  0.60
O: 7.379 -0.457 4.069  -0.61
O: 8.392 -1.719 2.487  -0.41
F: 7.870 -3.391 0.854  -0.40
F: 9.754 -3.679 2.289  -0.34
O: -7.548 4.006 4.175  -0.39
H: -8.349 3.477 4.421  0.47
H: -7.177 3.718 3.302  0.50
H: -6.860 3.974 4.888  0.46
O: 2.268 -3.025 -5.479  -0.59
S: 3.216 -1.940 -5.335  1.34
O: 3.073 -0.925 -4.314  -0.36
O: 3.408 -1.209 -6.778  -0.22
C: 2.257 -0.745 -7.466  -0.01
C: 1.760 0.568 -6.890  -1.01
C: 4.848 -2.630 -5.217  -1.02
H: 1.466 -1.504 -7.462  0.29
H: 2.548 -0.590 -8.510  0.01
H: 1.365 0.428 -5.879  0.41
H: 0.962 0.985 -7.510  0.39
H: 2.576 1.295 -6.820  0.30
H: 4.986 -3.351 -6.024  0.35
H: 4.935 -3.128 -4.249  0.41
H: 5.579 -1.822 -5.286  0.35
C: 4.221 -5.527 1.491  -0.33
Br: 4.038 -7.436 1.816  -0.07
Br: 2.676 -4.533 2.127  -0.07
Br: 5.883 -4.826 2.218  0.28
H: 4.265 -5.390 0.405  0.33
F: 1.217 -0.852 -4.591  -0.40
Mg: -5.683 -3.580 -1.071  0.31
Cl: 3.017 0.648 -10.012  -0.27

# 4
ORCA calculation (the ωB97M-V functional and the def2-TZVPD basis) on 6 unconnected molecules or ions with the total composition C14H35Cl6NO2 at a distorted geometry.

Output
- Orbital gap: 9.24 eV
- Molecular weight: 462.2 g/mol
- DFT total energy: -95804.1390 eV
- Multiplicity: 1

Last column: Mulliken charge in e.
Atoms and positions in Å:
C: 3.679 1.566 0.083  -1.83
C: 2.302 0.907 -0.210  -0.18
N: 1.327 1.032 0.871  0.76
C: 0.687 2.343 0.979  -0.03
C: -0.401 2.229 2.009  -1.31
C: 1.850 0.470 2.122  -0.24
C: 2.117 -1.044 2.048  -1.27
H: 3.602 2.555 0.461  0.37
H: 4.247 1.656 -0.833  0.46
H: 4.348 1.077 0.757  0.39
H: 1.936 1.267 -1.136  0.07
H: 2.459 -0.148 -0.416  0.23
H: 1.313 3.113 1.328  0.41
H: 0.268 2.657 0.014  -0.11
H: 0.046 2.197 3.005  0.36
H: -1.144 3.023 1.929  0.43
H: -0.901 1.295 1.849  0.17
H: 1.092 0.578 2.911  0.26
H: 2.743 0.986 2.467  0.35
H: 1.306 -1.625 1.586  0.04
H: 2.097 -1.276 3.137  0.47
H: 3.075 -1.393 1.749  0.28
Cl: -3.688 -0.554 -1.939  -0.17
C: -4.240 -0.143 -0.289  -0.29
C: -5.608 0.403 -0.336  -0.38
Cl: -5.867 0.861 1.415  -0.23
H: -3.491 0.496 0.195  0.15
H: -4.317 -1.087 0.163  0.28
H: -6.360 -0.279 -0.666  0.36
H: -5.624 1.408 -0.818  0.29
Cl: -0.474 -1.293 4.016  -0.17
C: -1.862 -1.923 3.153  -0.15
C: -2.037 -3.459 3.264  -0.44
Cl: -0.551 -4.392 2.749  -0.19
H: -1.733 -1.549 2.050  -0.19
H: -2.721 -1.414 3.516  0.49
H: -2.940 -3.620 2.642  0.30
H: -2.284 -3.719 4.301  0.36
Cl: -1.077 -0.217 -4.687  -0.22
C: -0.333 1.306 -3.950  -0.24
C: -1.355 1.775 -2.903  0.15
Cl: -0.721 3.383 -2.412  -0.25
H: -0.109 2.076 -4.708  0.44
H: 0.563 1.034 -3.436  -0.06
H: -1.402 1.109 -1.981  -0.27
H: -2.362 1.939 -3.328  0.42
C: 0.027 -1.448 -1.012  -0.59
O: -0.629 -0.489 -0.210  -0.25
H: 0.492 -1.020 -1.898  -0.01
H: 0.803 -2.076 -0.454  0.17
H: -0.729 -2.117 -1.364  0.43
H: 0.112 0.050 0.165  0.12
C: 3.767 -1.677 -2.742  -0.73
O: 3.278 -0.429 -3.159  -0.40
H: 4.616 -1.551 -2.044  0.25
H: 2.980 -2.308 -2.418  0.21
H: 4.237 -2.254 -3.529  0.42
H: 3.592 -0.285 -4.055  0.28

# 5
ORCA calculation (the ωB97M-V functional and the def2-TZVPD basis) on 5 unconnected molecules or ions with the total composition C14H35FN4O8PS at a distorted geometry.

Output
- Total charge: -1
- Orbital gap: 6.72 eV
- Molecular weight: 469.5 g/mol
- DFT total energy: -60268.1596 eV
- Multiplicity: 1

Last column: Mulliken charge in e.
Atoms and positions in Å:
O: 4.342 0.111 2.478  -0.61
S: 4.350 -0.512 1.183  0.96
O: 5.454 -1.419 0.970  -0.65
F: 4.614 0.703 0.133  -0.31
P: 2.326 -1.522 0.677  0.17
O: 1.553 -0.192 1.410  -0.33
C: 0.250 -0.524 1.907  -0.34
C: 0.125 -2.029 1.757  -0.38
O: 0.837 -2.371 0.592  -0.27
H: 2.620 -2.173 1.917  -0.07
H: 3.088 -2.507 -0.052  0.02
H: 2.181 -0.807 -0.571  -0.15
H: -0.498 0.052 1.359  0.19
H: 0.201 -0.182 2.943  0.25
H: -0.908 -2.379 1.756  0.36
H: 0.564 -2.486 2.653  0.21
C: -0.979 3.145 0.516  0.09
O: -1.234 2.014 0.883  -0.59
N: -0.074 3.424 -0.435  0.19
C: 0.222 4.777 -0.867  -1.04
C: 0.639 2.303 -1.035  -0.84
H: -1.453 4.043 0.953  0.24
H: 0.024 4.893 -1.928  0.42
H: 1.272 5.011 -0.681  0.32
H: -0.396 5.483 -0.316  0.28
H: -0.064 1.619 -1.512  0.28
H: 1.182 1.740 -0.272  0.24
H: 1.338 2.684 -1.776  0.35
C: 0.186 7.495 -4.082  0.12
O: 0.409 6.901 -3.046  -0.53
N: -1.026 7.561 -4.667  0.11
C: -1.248 8.279 -5.904  -0.92
C: -2.138 6.881 -4.024  -0.89
H: 0.970 8.035 -4.640  0.23
H: -1.981 9.076 -5.760  0.33
H: -1.615 7.604 -6.680  0.33
H: -0.314 8.722 -6.241  0.29
H: -2.295 7.276 -3.020  0.28
H: -1.933 5.814 -3.936  0.28
H: -3.038 7.028 -4.616  0.37
C: -1.113 -3.244 4.966  0.14
O: -1.232 -2.148 4.466  -0.57
N: -2.138 -3.967 5.475  0.12
C: -1.943 -5.278 6.051  -0.92
C: -3.470 -3.394 5.427  -0.93
H: -0.140 -3.760 5.039  0.29
H: -2.519 -6.030 5.507  0.34
H: -2.255 -5.291 7.099  0.33
H: -0.890 -5.544 5.999  0.29
H: -3.760 -3.188 4.396  0.27
H: -3.499 -2.451 5.976  0.28
H: -4.176 -4.093 5.870  0.38
C: 0.246 -5.770 -0.676  0.27
O: 0.207 -6.910 -0.237  -0.65
N: 0.736 -5.451 -1.888  0.12
C: 0.747 -4.085 -2.377  -0.84
C: 1.269 -6.512 -2.718  -0.96
H: -0.114 -4.896 -0.112  0.18
H: 0.166 -4.012 -3.300  0.35
H: 1.774 -3.769 -2.573  0.34
H: 0.323 -3.418 -1.628  0.21
H: 0.502 -7.260 -2.925  0.27
H: 2.096 -7.014 -2.213  0.30
H: 1.623 -6.087 -3.654  0.39

# 6
ORCA calculation (the ωB97M-V functional and the def2-TZVPD basis) on a molecular structure, C14H35LuNP2S2 at a distorted geometry.

Output
- Total charge: +3
- Orbital gap: 7.75 eV
- Molecular weight: 518.5 g/mol
- ΔE to the lowest compared entry with this formula, charge and spin: 0.000 eV
- DFT total energy: -90419.3974 eV
- Multiplicity: 1

Last column: Mulliken charge in e.
Atoms and positions in Å:
Lu: 0.111 -0.080 -0.281  0.91
S: -0.912 2.384 -0.747  0.02
S: -0.691 -2.637 -0.731  -0.06
C: -2.736 2.385 -0.896  -1.03
C: -0.446 2.341 -2.529  -0.81
C: -0.899 1.079 -3.253  -0.67
N: -0.263 -0.148 -2.672  -0.39
C: -0.845 -1.398 -3.252  -0.71
C: -0.306 -2.626 -2.534  -0.76
H: 0.647 2.464 -2.563  0.40
H: -0.920 3.222 -2.974  0.52
H: -0.625 1.158 -4.319  0.40
H: -1.989 0.950 -3.203  0.40
H: -0.583 -1.461 -4.320  0.41
H: -1.938 -1.326 -3.182  0.42
H: 0.790 -2.688 -2.599  0.40
H: -0.740 -3.537 -2.959  0.50
C: -2.533 -2.681 -0.801  -0.88
H: 0.708 -0.127 -3.014  0.36
H: -2.932 -1.772 -1.270  0.25
H: -2.888 -2.751 0.235  0.36
H: -2.852 -3.574 -1.356  0.44
H: -3.132 2.526 0.114  0.38
H: -3.103 1.443 -1.320  0.31
H: -3.027 3.232 -1.525  0.48
C: 4.666 0.080 -1.981  -0.59
C: 4.946 0.177 -0.675  -0.64
H: 4.539 0.978 -2.593  0.30
H: 4.606 -0.880 -2.499  0.33
H: 5.178 1.155 -0.240  0.30
H: 5.036 -0.696 -0.021  0.39
C: -1.246 -1.633 3.060  -1.43
P: -1.373 -0.140 2.003  0.68
C: -3.174 0.066 2.004  -0.90
C: -0.766 1.114 3.228  -0.99
C: 0.766 1.043 3.341  -1.00
P: 1.596 0.928 1.673  0.74
C: 3.244 1.564 1.987  -0.88
C: 1.870 -0.913 1.480  -1.11
H: -1.836 -2.439 2.609  0.42
H: -1.643 -1.388 4.053  0.47
H: -0.210 -1.969 3.157  0.37
H: -3.505 0.232 3.037  0.45
H: -3.465 0.916 1.373  0.21
H: -3.637 -0.849 1.609  0.35
H: -1.105 2.109 2.882  0.40
H: -1.247 0.880 4.192  0.56
H: 1.175 1.944 3.824  0.52
H: 1.099 0.162 3.908  0.45
H: 3.606 1.240 2.970  0.48
H: 3.922 1.202 1.212  -0.10
H: 3.209 2.659 1.947  0.44
H: 1.930 -1.313 2.496  0.52
H: 1.091 -1.540 0.950  0.37
H: 2.829 -1.067 0.967  0.25

# 7
ORCA calculation (the ωB97M-V functional and the def2-TZVPD basis) on 7 unconnected molecules or ions with the total composition C14H36BrF4N5O8P at a distorted geometry.

Output
- Total charge: +1
- Orbital gap: 5.91 eV
- Molecular weight: 589.3 g/mol
- DFT total energy: -129113.2317 eV
- Multiplicity: 1

Last column: Mulliken charge in e.
Atoms and positions in Å:
C: -0.199 -1.783 2.333  -0.72
N: -0.491 -0.580 1.464  0.27
C: -0.619 -0.930 -0.003  -0.64
C: -1.654 0.245 1.972  -0.02
O: -1.441 1.587 2.050  -0.53
C: -3.110 -0.332 2.456  -0.31
C: -4.285 -0.309 1.320  -0.05
N: -4.860 1.099 1.120  -0.38
C: -5.911 0.763 0.085  0.66
N: -6.661 1.844 -0.288  -0.30
Br: -6.216 3.523 0.491  0.15
N: -5.929 -0.701 -0.286  0.01
P: -7.075 -1.430 -1.437  0.29
O: -7.804 -0.418 -2.407  -0.62
N: -4.928 -1.370 0.458  0.44
C: -4.542 -2.825 0.509  0.37
F: -4.765 -3.601 -0.729  -0.26
F: -3.092 -3.059 0.867  -0.22
C: -5.393 -3.541 1.758  0.50
F: -6.728 -2.938 1.975  -0.25
F: -5.482 -4.999 1.418  -0.27
H: -1.008 -2.631 2.292  0.21
H: 0.812 -2.252 1.930  0.26
H: 0.000 -1.418 3.439  0.30
H: -1.298 -0.126 -0.556  0.32
H: -0.958 -2.029 -0.225  0.17
H: 0.474 -0.823 -0.465  0.24
H: -2.994 -1.408 2.959  0.25
H: -3.473 0.374 3.346  0.42
H: -7.437 1.724 -0.974  0.32
H: -8.143 -2.211 -0.796  0.18
H: -6.340 -2.355 -2.311  0.16
H: -4.702 -3.486 2.729  0.11
C: 4.024 0.074 -0.470  -0.37
O: 2.673 -0.269 -0.721  -0.54
H: 4.661 -0.438 -1.195  0.20
H: 4.152 1.154 -0.575  0.23
H: 4.299 -0.240 0.539  0.15
H: 2.133 0.200 -0.063  0.27
C: 5.422 3.090 -2.791  -0.58
O: 6.432 2.260 -2.247  -0.52
H: 4.532 2.486 -2.984  0.24
H: 5.175 3.880 -2.078  0.28
H: 5.774 3.526 -3.729  0.29
H: 7.208 2.823 -2.086  0.26
C: -6.233 -3.899 5.592  -0.51
O: -6.221 -2.502 5.362  -0.50
H: -6.147 -4.083 6.665  0.27
H: -7.172 -4.321 5.226  0.26
H: -5.388 -4.361 5.076  0.23
H: -6.298 -2.369 4.402  0.27
C: 9.586 4.212 -2.814  -0.62
O: 8.388 4.854 -3.210  -0.48
H: 9.494 3.901 -1.771  0.23
H: 9.752 3.332 -3.440  0.30
H: 10.423 4.906 -2.913  0.30
H: 8.499 5.118 -4.140  0.29
C: 4.968 -2.878 2.057  -0.54
O: 4.670 -1.504 2.224  -0.49
H: 5.312 -3.046 1.034  0.26
H: 5.756 -3.168 2.756  0.26
H: 4.069 -3.472 2.239  0.23
H: 4.368 -1.387 3.140  0.27
C: 3.448 4.478 -6.065  -0.55
O: 4.576 5.049 -5.429  -0.45
H: 3.576 3.393 -6.111  0.21
H: 2.548 4.712 -5.491  0.26
H: 3.360 4.875 -7.079  0.28
H: 4.434 6.010 -5.404  0.28